C52H47Br4CeF2N4OP | ωB97M-V/def2-TZVPD

Calculated values
Net charge   0
Relative energy (zero: lowest compared OMol25 entry of this formula, charge and spin)   0.150 eV
Calculated total energy   -370516.953 eV

Last column: Löwdin charge in e.
Atoms and positions in Å:
1 Ce -0.93 -0.05 0.39  1.138
2 F 0.03 4.08 4.08  0.052
3 C -0.79 3.77 3.05  -0.238
4 C -0.69 2.45 2.57  -0.054
5 C -1.46 2.06 1.51  -0.244
6 C -2.36 2.88 0.88  -0.140
7 C -2.39 4.26 1.37  -0.184
8 F -3.04 5.22 0.70  0.065
9 C -1.71 4.71 2.52  0.080
10 C -3.10 2.52 -0.33  -0.188
11 C -4.39 3.05 -0.66  0.011
12 C -4.99 2.69 -1.81  -0.041
13 C -4.22 1.92 -2.71  -0.040
14 C -2.98 1.46 -2.39  -0.120
15 N -2.48 1.69 -1.18  0.048
16 H -0.06 1.71 3.09  0.104
17 H -1.79 5.67 2.99  0.119
18 H -4.76 3.84 -0.03  0.109
19 H -5.98 2.98 -2.03  0.103
20 H -4.75 1.64 -3.61  0.106
21 H -2.42 0.91 -3.11  0.113
22 C 0.16 -1.28 -4.84  -0.026
23 C -1.20 -1.77 -4.38  -0.332
24 C -2.14 -2.04 -5.43  -0.014
25 C -3.35 -2.51 -5.03  -0.059
26 C -3.71 -2.68 -3.69  -0.165
27 C -4.98 -3.25 -3.26  -0.634
28 Br -6.36 -3.64 -4.49  0.750
29 C -5.20 -3.52 -1.94  -0.211
30 C -4.25 -3.07 -0.99  -0.572
31 Br -4.74 -3.49 0.79  0.810
32 C -3.08 -2.36 -1.31  -0.382
33 O -2.38 -1.69 -0.44  -0.303
34 C -2.74 -2.24 -2.70  -0.142
35 N -1.53 -1.80 -3.13  0.167
36 H 0.44 -1.64 -5.83  0.081
37 H 0.90 -1.52 -4.07  0.075
38 H 0.08 -0.18 -4.81  0.086
39 H -1.97 -1.87 -6.49  0.112
40 H -4.04 -2.91 -5.80  0.085
41 H -6.09 -4.06 -1.63  0.091
42 Br -0.07 -6.35 1.41  0.512
43 C -0.66 -5.37 -0.23  -1.026
44 Br 0.40 -3.87 -0.72  0.703
45 H -1.71 -5.08 -0.03  0.001
46 H -0.60 -6.07 -1.09  0.006
47 N 0.93 0.35 -0.51  -0.402
48 P 2.06 1.33 -0.99  0.807
49 C 1.51 2.96 -1.44  -0.270
50 C 0.22 3.11 -1.94  -0.082
51 C -0.20 4.36 -2.42  -0.041
52 C 0.63 5.50 -2.24  -0.066
53 C 1.87 5.39 -1.62  -0.083
54 C 2.26 4.14 -1.17  -0.049
55 C 2.90 0.67 -2.46  -0.295
56 C 3.56 -0.54 -2.24  -0.087
57 C 4.24 -1.18 -3.28  -0.064
58 C 4.33 -0.52 -4.52  -0.083
59 C 3.66 0.67 -4.70  -0.092
60 C 2.86 1.22 -3.71  -0.084
61 C 3.39 1.44 0.28  -0.271
62 C 2.99 1.25 1.59  -0.094
63 C 3.80 1.62 2.63  -0.075
64 C 4.99 2.22 2.34  -0.096
65 C 5.49 2.35 1.05  -0.079
66 C 4.71 1.90 -0.02  -0.067
67 H -0.50 2.36 -2.03  0.052
68 H -1.18 4.41 -2.86  0.098
69 H 0.35 6.45 -2.68  0.099
70 H 2.50 6.26 -1.49  0.105
71 H 3.20 4.04 -0.64  0.093
72 H 3.64 -0.90 -1.22  0.083
73 H 4.80 -2.11 -3.13  0.112
74 H 5.04 -0.95 -5.24  0.112
75 H 3.69 1.23 -5.62  0.101
76 H 2.29 2.15 -3.86  0.112
77 H 1.98 0.96 1.87  0.091
78 H 3.44 1.41 3.63  0.117
79 H 5.57 2.66 3.17  0.111
80 H 6.52 2.80 0.92  0.122
81 H 5.00 2.01 -1.07  0.111
82 C 3.89 -2.53 1.41  -0.043
83 C 2.81 -2.30 2.42  -0.262
84 C 3.13 -2.34 3.79  -0.028
85 C 2.18 -2.09 4.76  -0.259
86 C 2.61 -1.94 6.24  -0.042
87 C 0.86 -1.88 4.37  0.004
88 C 0.50 -1.64 3.03  -0.277
89 C 1.51 -1.96 2.06  -0.020
90 N -0.68 -1.09 2.61  -0.049
91 C -1.92 -1.37 3.33  -0.553
92 C -2.00 -2.93 3.44  -0.027
93 C -3.08 -0.79 2.50  -0.092
94 C -2.01 -0.67 4.74  -0.024
95 H 3.96 -1.66 0.73  0.058
96 H 3.69 -3.37 0.74  0.080
97 H 4.89 -2.70 1.84  0.082
98 H 4.16 -2.41 4.12  0.113
99 H 2.79 -2.92 6.69  0.075
100 H 1.78 -1.49 6.79  0.066
101 H 3.53 -1.31 6.33  0.087
102 H 0.08 -1.68 5.09  0.090
103 H 1.29 -1.83 0.98  0.038
104 H -1.61 -3.38 2.54  0.062
105 H -3.05 -3.30 3.52  0.079
106 H -1.42 -3.31 4.30  0.083
107 H -3.21 -1.21 1.53  -0.004
108 H -2.85 0.28 2.31  0.063
109 H -4.06 -0.87 3.01  0.108
110 H -1.20 0.10 4.94  0.101
111 H -2.02 -1.46 5.49  0.072
112 H -2.96 -0.18 4.80  0.059

C52H47BrGeN3O4SiV | ωB97M-V/def2-TZVPD

Calculated values
Net charge   +2
Relative energy (zero: lowest compared OMol25 entry of this formula, charge and spin)   0.000 eV
Calculated total energy   -227454.796 eV

Last column: Löwdin charge in e.
Atoms and positions in Å:
1 V 1.31 0.18 1.94  1.055
2 Br 0.35 -4.98 -6.03  0.800
3 C 0.07 -5.24 -4.20  -0.695
4 C 0.65 -6.28 -3.53  -0.143
5 C 0.35 -6.56 -2.26  -0.039
6 C -0.52 -5.76 -1.54  -0.226
7 C -1.13 -4.60 -2.18  0.001
8 C -0.78 -4.33 -3.50  -0.122
9 N -1.11 -6.32 -0.36  0.104
10 N -1.06 -5.72 0.67  0.085
11 C -0.23 -4.57 0.90  -0.205
12 C 1.13 -4.75 1.11  0.034
13 C 1.91 -3.75 1.76  0.077
14 C 1.28 -2.50 1.87  -0.225
15 O 1.91 -1.39 2.48  -0.170
16 C -0.02 -2.25 1.48  -0.147
17 N -0.42 -0.94 1.73  0.034
18 C -1.65 -0.67 1.58  -0.082
19 C -2.61 -1.69 1.39  0.006
20 C -2.26 -2.99 1.05  0.079
21 C -0.83 -3.33 1.15  -0.081
22 H 1.23 -7.00 -4.19  0.137
23 H 0.75 -7.48 -1.88  0.127
24 H -1.83 -4.04 -1.60  0.083
25 H -1.36 -3.56 -3.99  0.093
26 H 1.51 -5.77 1.09  0.132
27 H 2.95 -3.79 2.08  0.135
28 H -1.78 0.38 1.59  0.134
29 H -3.68 -1.54 1.29  0.113
30 H -2.99 -3.77 0.75  0.142
31 C -0.92 2.24 5.89  -0.099
32 C 0.16 1.19 5.72  -0.599
33 C -0.52 -0.14 5.21  -0.057
34 C 0.68 0.97 7.12  -0.083
35 Si 1.39 1.74 4.43  0.580
36 O 0.59 1.50 2.97  -0.319
37 C 2.99 0.76 4.16  -0.255
38 C 3.83 1.15 3.10  -0.123
39 C 5.11 0.61 2.76  -0.007
40 C 5.57 -0.47 3.60  -0.012
41 C 4.66 -0.96 4.57  -0.051
42 C 3.48 -0.29 4.92  -0.083
43 C 1.79 3.57 4.36  -0.238
44 C 1.04 4.49 3.62  -0.097
45 C 1.33 5.85 3.58  -0.069
46 C 2.27 6.35 4.49  -0.068
47 C 3.07 5.46 5.19  -0.061
48 C 2.84 4.08 5.12  -0.078
49 H -1.61 2.02 6.72  0.100
50 H -1.53 2.41 5.04  0.073
51 H -0.46 3.20 6.28  0.109
52 H -1.09 -0.53 6.01  0.076
53 H 0.20 -0.85 4.89  0.058
54 H -1.28 0.00 4.41  0.080
55 H -0.15 0.62 7.72  0.082
56 H 1.00 1.89 7.63  0.105
57 H 1.41 0.14 7.12  0.081
58 H 3.51 1.98 2.57  0.080
59 H 5.70 1.13 2.03  0.103
60 H 6.54 -0.98 3.46  0.120
61 H 4.89 -1.80 5.22  0.116
62 H 2.89 -0.72 5.73  0.106
63 H 0.26 4.19 2.92  0.097
64 H 0.74 6.43 2.88  0.105
65 H 2.51 7.43 4.37  0.123
66 H 3.84 5.87 5.82  0.106
67 H 3.39 3.38 5.70  0.095
68 O 2.43 1.02 -3.04  0.317
69 C 1.35 1.28 -2.72  -0.046
70 O 1.35 0.49 0.40  -0.249
71 C 0.39 1.96 -1.91  -0.214
72 C -0.62 2.72 -2.72  -0.223
73 Ge -1.53 1.44 -3.87  1.018
74 C -2.28 2.35 -5.37  -0.300
75 C -1.68 3.55 -5.78  -0.116
76 C -2.21 4.29 -6.84  -0.067
77 C -3.46 3.88 -7.34  -0.075
78 C -4.08 2.74 -6.87  -0.082
79 C -3.47 1.93 -5.94  -0.109
80 C -0.07 0.21 -4.40  -0.265
81 C 0.25 -0.84 -3.54  -0.159
82 C 1.31 -1.70 -3.79  -0.068
83 C 2.03 -1.53 -4.96  -0.068
84 C 1.72 -0.58 -5.92  -0.029
85 C 0.64 0.29 -5.66  -0.017
86 C -2.86 0.47 -2.80  -0.265
87 C -3.71 0.97 -1.81  -0.101
88 C -4.69 0.20 -1.17  -0.085
89 C -4.85 -1.14 -1.52  -0.084
90 C -4.00 -1.68 -2.46  -0.078
91 C -3.06 -0.87 -3.11  -0.127
92 H 0.97 2.60 -1.22  0.163
93 H -0.01 1.23 -1.20  0.117
94 H -0.11 3.55 -3.29  0.109
95 H -1.29 3.21 -2.01  0.095
96 H -0.78 3.96 -5.33  0.088
97 H -1.67 5.19 -7.20  0.124
98 H -3.92 4.60 -8.07  0.132
99 H -5.11 2.44 -7.19  0.129
100 H -3.97 1.07 -5.50  0.107
101 H -0.33 -0.98 -2.63  0.107
102 H 1.54 -2.49 -3.14  0.099
103 H 2.81 -2.25 -5.31  0.134
104 H 2.36 -0.53 -6.82  0.129
105 H 0.34 1.07 -6.31  0.091
106 H -3.72 2.03 -1.53  0.107
107 H -5.24 0.71 -0.39  0.111
108 H -5.68 -1.76 -1.08  0.133
109 H -3.97 -2.70 -2.74  0.095
110 H -2.41 -1.33 -3.86  0.093

Among the records above, which one has the highest net charge?
C52H47BrGeN3O4SiV

Among the records above, which one has the highest calculated total energy?
C52H47BrGeN3O4SiV